Entry 1:
This record from the Open Molecules 2025 dataset describes a structure of composition C28H42N4O3P3TeTl. The level of theory is the ωB97M-V functional and the def2-TZVPD basis.

```
! wB97M-V def2-TZVPD RIJCOSX def2/J DEFGRID3
* xyz 2 1
Tl -1.11 0.08 -1.33
C 3.32 1.21 -0.20
P 2.20 -0.19 -0.10
C 2.46 -0.90 1.55
N 3.70 -1.22 1.84
C 3.91 -1.70 3.10
C 5.21 -2.10 3.48
C 5.41 -2.56 4.75
C 4.34 -2.65 5.68
C 3.08 -2.26 5.33
C 2.84 -1.78 4.02
N 1.58 -1.38 3.69
C 1.40 -0.97 2.46
P -0.23 -0.30 1.94
C -0.46 1.02 3.17
C -1.51 -1.59 2.30
C -1.55 -1.98 3.79
C -2.87 -1.01 1.90
C -1.19 -2.81 1.44
C 2.60 -1.42 -1.42
C 1.82 -2.70 -1.13
C 2.25 -0.85 -2.79
C 4.11 -1.69 -1.36
H 4.30 0.83 0.12
H 3.01 2.00 0.48
H 3.39 1.61 -1.21
H 6.01 -2.02 2.77
H 6.40 -2.88 5.06
H 4.54 -3.02 6.67
H 2.26 -2.31 6.03
H -0.23 0.63 4.15
H -1.49 1.38 3.15
H 0.20 1.86 2.95
H -1.90 -1.16 4.41
H -0.59 -2.32 4.16
H -2.27 -2.80 3.90
H -3.15 -0.17 2.53
H -3.63 -1.78 2.05
H -2.92 -0.70 0.86
H -0.23 -3.27 1.72
H -1.16 -2.57 0.38
H -1.97 -3.56 1.58
H 0.74 -2.54 -1.07
H 2.15 -3.18 -0.21
H 1.99 -3.41 -1.95
H 1.18 -0.70 -2.93
H 2.58 -1.57 -3.55
H 2.76 0.09 -2.99
H 4.45 -2.00 -0.38
H 4.69 -0.82 -1.67
H 4.32 -2.49 -2.07
N 2.14 5.62 -2.85
C 1.30 5.19 -2.20
C 0.26 4.60 -1.40
C -0.63 5.36 -0.66
C -1.60 4.70 0.08
C -1.64 3.31 0.05
N -0.78 2.58 -0.66
C 0.14 3.21 -1.38
H -0.57 6.44 -0.66
H -2.32 5.25 0.67
H -2.39 2.76 0.60
H 0.82 2.61 -1.97
C -4.49 -2.21 -2.89
C -4.40 -0.99 -3.78
O -5.02 0.16 -3.14
P -4.24 1.13 -2.18
O -3.53 0.51 -1.01
Te -5.98 2.67 -1.56
O -3.09 1.81 -3.04
C -3.36 2.51 -4.29
C -2.14 3.32 -4.64
H -4.05 -3.06 -3.41
H -5.52 -2.45 -2.67
H -3.96 -2.05 -1.95
H -4.97 -1.13 -4.70
H -3.38 -0.74 -4.05
H -4.24 3.14 -4.14
H -3.59 1.76 -5.05
H -1.94 4.06 -3.87
H -2.31 3.85 -5.58
H -1.27 2.68 -4.76
*
```

Calculated values
HOMO (spin up / spin down) ... -13.51 / -13.81 eV
Gap between HOMO and LUMO (spin up / spin down) ... 6.3 / 5.6 eV

Atomic partial charges in e from the Löwdin method, atoms 1 to 2: 0.849 -0.201

Entry 2:
This record from the Open Molecules 2025 dataset describes an isolated molecule of C4H8O3. The level of theory is the ωB97M-V functional and the def2-TZVPD basis.

```
! wB97M-V def2-TZVPD RIJCOSX def2/J DEFGRID3
* xyz 0 1
C 0.61 2.42 0.56
O 0.04 1.13 0.70
C -0.47 0.66 -0.48
O 0.42 0.06 -1.40
C -0.52 -0.78 -0.71
C 0.00 -1.80 0.27
O -0.50 -3.05 -0.17
H -0.04 3.07 -0.04
H 0.71 2.85 1.57
H 1.60 2.37 0.09
H -1.21 1.32 -0.94
H -1.31 -1.18 -1.36
H 1.09 -1.77 0.28
H -0.36 -1.56 1.29
H -0.07 -3.75 0.34
*
```

Calculated values
SMILES ... CO[C@H]1O[C@H]1CO
HOMO ... -10.18 eV
ΔE to the lowest compared entry with this formula, charge and spin ... 63.6 kcal per mole
Gap between HOMO and LUMO ... 11.1 eV

Atomic partial charges in e from the Löwdin method, atoms 1 to 2: -0.075 -0.096

Entry 3:
This record from the Open Molecules 2025 dataset describes a structure of composition C24H30NO5STc in a non-equilibrium geometry. The level of theory is the ωB97M-V functional and the def2-TZVPD basis.

```
! wB97M-V def2-TZVPD RIJCOSX def2/J DEFGRID3
* xyz -1 4
C 0.18 -0.29 -3.68
C -0.22 -0.85 -2.32
C 0.09 1.24 -3.49
C -1.04 1.45 -2.51
H -0.06 1.75 -4.44
H 1.04 1.57 -3.06
C -1.34 0.06 -1.86
H 0.66 -0.74 -1.67
H -0.50 -1.90 -2.34
C -1.45 0.36 -0.37
H -2.31 -0.31 -2.24
H -1.95 1.79 -3.05
C -0.85 2.39 -1.28
C 1.62 -0.61 -4.11
C -0.86 -0.73 -4.77
O -1.30 0.05 -5.58
O 2.49 -0.97 -3.34
O 1.80 -0.39 -5.41
O -1.34 -2.00 -4.69
C -0.67 -3.13 -5.26
H -0.34 -3.83 -4.47
H 0.20 -2.82 -5.85
H -1.39 -3.63 -5.90
C 3.02 -0.88 -5.96
H 3.89 -0.47 -5.43
H 3.03 -0.57 -7.01
H 3.06 -1.98 -5.90
O -1.63 1.78 -0.22
H -0.53 0.03 0.16
H -2.30 -0.13 0.12
C -1.46 3.77 -1.52
C 0.60 2.53 -0.83
H 1.19 3.13 -1.53
H 1.09 1.56 -0.71
H 0.61 3.03 0.15
H -1.27 4.42 -0.67
H -2.54 3.68 -1.66
H -1.03 4.23 -2.42
Tc 0.02 -0.06 3.90
C -1.93 -0.05 5.44
C -2.34 0.17 4.10
C -2.03 -0.99 3.34
H -2.81 1.06 3.75
C -1.36 -1.93 4.17
C -1.27 -1.39 5.48
H -0.84 -1.83 6.35
H -1.97 0.63 6.27
H -2.24 -1.12 2.29
H -1.01 -2.90 3.89
C 2.20 0.76 4.51
C 1.85 -0.24 5.50
C 1.62 -1.49 4.80
H 1.76 -0.06 6.57
C 1.88 -1.27 3.44
C 2.25 0.11 3.26
H 2.46 0.59 2.33
H 2.37 1.79 4.72
H 1.36 -2.41 5.28
H 1.84 -2.01 2.66
S -0.02 0.08 6.17
C -0.01 -0.01 7.87
N 0.00 0.00 9.05
*
```

Calculated values
HOMO (spin up / spin down) ... -1.41 / -1.74 eV
Gap between HOMO and LUMO (spin up / spin down) ... 3.3 / 3.6 eV

Atomic partial charges in e from the Löwdin method, atoms 1 to 2: -0.240 -0.065

Entry 4:
This record from the Open Molecules 2025 dataset describes a cluster of 3 separate species, C5H8O in total in a non-equilibrium geometry. The level of theory is the ωB97M-V functional and the def2-TZVPD basis.

```
! wB97M-V def2-TZVPD RIJCOSX def2/J DEFGRID3
* xyz 0 1
C 0.69 -0.78 -1.60
C -0.06 -0.94 -0.31
C 0.38 -0.33 0.97
C -0.95 0.16 0.35
C -0.77 1.54 0.49
O -0.60 2.64 0.15
H 1.18 0.20 -1.66
H 1.46 -1.55 -1.68
H 0.02 -0.88 -2.47
H -0.67 -1.85 -0.25
H 1.20 0.37 0.73
H 0.03 0.33 2.23
H -1.80 -0.21 0.92
H -0.38 1.22 2.33
*
```

Calculated values
HOMO (spin up / spin down) ... -8.21 / -8.21 eV
ΔE to the lowest compared entry with this formula, charge and spin ... 150.3 kcal per mole
Gap between HOMO and LUMO (spin up / spin down) ... 8.4 / 8.4 eV

Atomic partial charges in e from the Löwdin method, atoms 1 to 2: -0.059 -0.273

Entry 5:
This record from the Open Molecules 2025 dataset describes the ion C10H14N3 with charge +1 in a non-equilibrium geometry. The level of theory is the ωB97M-V functional and the def2-TZVPD basis.

```
! wB97M-V def2-TZVPD RIJCOSX def2/J DEFGRID3
* xyz 1 1
H -0.26 -2.50 2.91
N -0.14 -2.14 1.97
C -0.74 -1.14 1.56
N -1.73 -0.35 2.13
N -2.40 0.52 1.23
C -1.40 0.69 0.11
C -1.92 1.17 -1.21
C -0.62 -0.62 0.06
C 0.80 -0.44 -0.37
C 1.18 -0.62 -1.69
C 2.49 -0.33 -2.08
C 3.47 0.01 -1.13
C 3.04 0.44 0.15
C 1.71 0.31 0.45
H -2.01 -0.47 3.10
H -2.82 1.37 1.56
H -3.31 -0.09 1.03
H -0.65 1.40 0.29
H -1.21 1.32 -1.97
H -2.44 2.00 -1.13
H -2.44 0.38 -1.57
H -1.06 -1.23 -0.68
H 0.56 -0.98 -2.52
H 2.60 -0.42 -3.11
H 4.47 0.17 -1.22
H 3.62 0.94 0.78
H 1.20 0.63 1.36
*
```

Calculated values
SMILES ... [H]/N=C1\N[NH2+][C@H](C)[C@H]1c1ccccc1
HOMO ... -12.08 eV
ΔE to the lowest compared entry with this formula, charge and spin ... 92.6 kcal per mole
Gap between HOMO and LUMO ... 8.4 eV

Atomic partial charges in e from the Löwdin method, atoms 1 to 2: 0.076 0.213

Entry 6:
This record from the Open Molecules 2025 dataset describes a cluster of 2 separate species, C14H16O2 in total in a non-equilibrium geometry. The level of theory is the ωB97M-V functional and the def2-TZVPD basis.

```
! wB97M-V def2-TZVPD RIJCOSX def2/J DEFGRID3
* xyz 0 1
C 1.59 -1.29 -3.01
C 0.67 -1.94 -1.84
C 0.58 -1.20 -0.63
C -0.46 -1.50 0.16
C -1.28 -2.62 -0.22
O -2.47 -2.79 0.39
C -0.95 -3.63 -1.19
C 0.12 -3.19 -2.02
H 1.99 -0.25 -3.04
H 0.82 -1.39 -3.78
H 2.46 -2.05 -3.26
H 1.25 -0.38 -0.29
H -0.59 -0.88 1.10
H -2.76 -1.94 0.76
H -1.32 -4.58 -1.30
H 0.42 -3.70 -2.88
C 2.99 2.88 0.54
C 1.57 2.56 0.76
C 1.23 1.77 1.85
C -0.11 1.51 2.19
C -1.10 1.88 1.30
O -2.37 1.54 1.66
C -0.73 2.63 0.16
C 0.57 3.03 -0.07
H 3.26 3.32 -0.41
H 3.59 1.99 0.92
H 3.29 3.63 1.37
H 1.94 1.43 2.58
H -0.29 0.95 3.09
H -2.72 2.16 2.39
H -1.56 2.88 -0.59
H 0.83 3.51 -0.98
*
```

Calculated values
SMILES ... Cc1ccc(O)cc1.Cc1ccc(O)cc1
HOMO ... -7.71 eV
ΔE to the lowest compared entry with this formula, charge and spin ... 56.8 kcal per mole
Gap between HOMO and LUMO ... 8.3 eV

Atomic partial charges in e from the Löwdin method, atoms 1 to 2: -0.059 -0.268

Entry 7:
This record from the Open Molecules 2025 dataset describes a cluster of 2 separate species, CH2N2O3Si in total in a non-equilibrium geometry. The level of theory is the ωB97M-V functional and the def2-TZVPD basis.

```
! wB97M-V def2-TZVPD RIJCOSX def2/J DEFGRID3
* xyz 0 1
C -0.93 -1.81 -0.10
N -0.74 -2.69 -0.81
N -0.96 1.90 -0.27
O -2.09 1.99 -0.64
O -0.67 0.76 0.40
O 2.26 -0.23 -0.07
Si -1.35 -0.52 1.21
H 1.61 0.43 -0.30
H 2.85 0.17 0.58
*
```

Calculated values
HOMO ... -10.42 eV
ΔE to the lowest compared entry with this formula, charge and spin ... 53.5 kcal per mole
Gap between HOMO and LUMO ... 8.7 eV

Atomic partial charges in e from the Löwdin method, atoms 1 to 2: -0.398 0.079

Entry 8:
This record from the Open Molecules 2025 dataset describes a cluster of 7 separate species, C29H51B2NO18P2S in total in a non-equilibrium geometry. The level of theory is the ωB97M-V functional and the def2-TZVPD basis.

```
! wB97M-V def2-TZVPD RIJCOSX def2/J DEFGRID3
* xyz 0 1
C 1.15 -4.85 -1.43
N -0.20 -4.47 -1.92
C -0.90 -5.64 -2.47
B -0.26 -3.31 -2.73
O -0.69 -3.33 -4.07
C 0.13 -1.85 -2.20
C 1.30 -1.29 -3.08
B 2.50 -2.33 -3.23
O 2.57 -3.19 -4.30
O 3.46 -2.44 -2.23
O 0.61 -1.76 -0.85
C -0.23 -2.16 0.12
O -1.41 -2.37 -0.02
P 0.64 -2.32 1.75
O 1.47 -3.55 1.88
P -1.27 -0.66 -2.46
S -1.05 0.97 -1.39
H 1.86 -4.96 -2.25
H 1.07 -5.81 -0.91
H 1.53 -4.13 -0.71
H -1.93 -5.38 -2.73
H -0.94 -6.42 -1.70
H -0.42 -6.04 -3.37
H -1.64 -3.22 -4.19
H 1.68 -0.40 -2.55
H 0.90 -0.94 -4.04
H 2.17 -2.80 -5.10
H 4.26 -1.94 -2.44
H -0.42 -2.21 2.65
H 1.34 -1.12 1.83
H -2.42 -1.38 -2.11
H -1.32 -0.47 -3.84
O -0.34 0.22 3.22
C 0.21 1.28 3.09
C 0.38 2.09 1.82
C 1.49 3.07 2.19
C 1.30 3.20 3.70
O 0.79 1.92 4.12
H -0.57 2.59 1.61
H 0.61 1.44 0.98
H 1.44 4.03 1.68
H 2.46 2.62 1.98
H 0.56 3.96 3.97
H 2.22 3.39 4.25
O 2.47 2.65 7.49
C 3.04 1.60 7.36
C 3.21 0.78 6.10
C 3.65 -0.58 6.63
C 4.35 -0.19 7.93
O 3.67 0.98 8.39
H 3.98 1.26 5.49
H 2.28 0.75 5.53
H 4.29 -1.15 5.95
H 2.78 -1.19 6.85
H 5.40 0.07 7.77
H 4.29 -0.95 8.70
O -1.56 0.56 -5.68
C -0.87 1.55 -5.64
C -0.62 2.55 -6.75
C 0.60 3.31 -6.24
C 0.44 3.19 -4.73
O -0.21 1.92 -4.53
H -1.50 3.19 -6.83
H -0.46 2.04 -7.69
H 0.66 4.35 -6.58
H 1.51 2.80 -6.56
H -0.20 3.97 -4.31
H 1.38 3.18 -4.19
O 2.03 -3.20 -7.34
C 2.83 -3.99 -7.76
C 3.57 -5.06 -6.98
C 4.69 -5.45 -7.93
C 4.06 -5.16 -9.29
O 3.18 -4.05 -9.06
H 2.87 -5.88 -6.79
H 3.91 -4.65 -6.03
H 5.03 -6.48 -7.82
H 5.55 -4.80 -7.78
H 3.47 -6.00 -9.66
H 4.78 -4.87 -10.05
O -5.69 3.58 2.86
C -4.91 2.73 2.53
C -4.40 1.56 3.33
C -3.18 1.10 2.53
C -3.55 1.53 1.11
O -4.37 2.71 1.28
H -5.18 0.80 3.35
H -4.15 1.87 4.34
H -2.95 0.04 2.61
H -2.30 1.65 2.86
H -4.14 0.77 0.59
H -2.70 1.78 0.50
O -3.91 3.68 5.55
C -4.56 4.43 6.21
C -5.79 5.22 5.78
C -5.92 6.27 6.88
C -5.30 5.54 8.07
O -4.29 4.68 7.51
H -6.63 4.53 5.75
H -5.64 5.62 4.78
H -6.94 6.59 7.07
H -5.32 7.14 6.63
H -6.03 4.92 8.60
H -4.82 6.20 8.79
*
```

Calculated values
SMILES ... CN(C)B(O)[C@](CB(O)O)(OC(=O)[PH2]=O)[PH2]=S.O=C1CCCO1.O=C1CCCO1.O=C1CCCO1.O=C1CCCO1.O=C1CCCO1.O=C1CCCO1
HOMO ... -8.51 eV
Gap between HOMO and LUMO ... 8.6 eV

Atomic partial charges in e from the Löwdin method, atoms 1 to 2: -0.027 -0.066

Entry 9:
This record from the Open Molecules 2025 dataset describes an isolated molecule of C2HNO3 in a non-equilibrium geometry. The level of theory is the ωB97M-V functional and the def2-TZVPD basis.

```
! wB97M-V def2-TZVPD RIJCOSX def2/J DEFGRID3
* xyz 0 1
O -0.07 2.31 0.19
C 0.03 1.05 -0.02
O -0.49 0.27 -0.86
C -0.10 -0.99 -0.42
N 0.66 -1.01 0.68
O 0.66 0.30 1.02
H -0.69 -1.93 -0.60
*
```

Calculated values
SMILES ... O=c1ocno1
HOMO ... -10.63 eV
ΔE to the lowest compared entry with this formula, charge and spin ... 58.3 kcal per mole
Gap between HOMO and LUMO ... 10.7 eV

Atomic partial charges in e from the Löwdin method, atoms 1 to 2: 0.085 -0.496

Entry 10:
This record from the Open Molecules 2025 dataset describes the ion C4H10NO2 with charge +2 in a non-equilibrium geometry. The level of theory is the ωB97M-V functional and the def2-TZVPD basis.

```
! wB97M-V def2-TZVPD RIJCOSX def2/J DEFGRID3
* xyz 2 2
O -1.70 -0.44 -0.81
C -0.58 -0.16 -1.53
C 0.35 0.53 -0.41
N 0.81 -0.55 0.51
C 1.38 0.16 1.77
C 0.14 0.83 2.42
O -0.35 -0.45 -2.66
H -2.51 -0.57 -1.29
H -0.29 1.25 0.18
H 1.04 1.22 -0.85
H 1.50 -1.22 0.02
H 0.08 -1.21 0.82
H 1.83 -0.62 2.45
H 2.12 0.98 1.49
H -0.92 0.56 2.10
H 0.09 0.58 3.49
H 0.01 1.86 2.28
*
```

Calculated values
HOMO (spin up / spin down) ... -20.96 / -20.96 eV
ΔE to the lowest compared entry with this formula, charge and spin ... 55.7 kcal per mole
Gap between HOMO and LUMO (spin up / spin down) ... 10.8 / 5.7 eV

Atomic partial charges in e from the Löwdin method, atoms 1 to 2: 0.231 -0.237

Entry 11:
This record from the Open Molecules 2025 dataset describes a cluster of 2 separate species, NO6S2 in total in a non-equilibrium geometry. The level of theory is the ωB97M-V functional and the def2-TZVPD basis.

```
! wB97M-V def2-TZVPD RIJCOSX def2/J DEFGRID3
* xyz -1 1
N -1.15 1.53 0.00
O 0.71 -0.73 2.03
O -2.18 1.42 0.69
O -0.46 -2.33 0.60
O 1.21 -0.81 -2.19
O 1.35 1.50 -1.59
O -0.28 0.52 0.02
S -0.53 -1.25 1.54
S 1.32 0.15 -1.09
*
```

Calculated values
HOMO ... -5.65 eV
ΔE to the lowest compared entry with this formula, charge and spin ... 5.7 kcal per mole
Gap between HOMO and LUMO ... 8.9 eV

Atomic partial charges in e from the Löwdin method, atoms 1 to 2: -0.134 -0.465

Entry 12:
This record from the Open Molecules 2025 dataset describes a structure of composition C27H34F6N3O5RhS2Te in a non-equilibrium geometry. The level of theory is the ωB97M-V functional and the def2-TZVPD basis.

```
! wB97M-V def2-TZVPD RIJCOSX def2/J DEFGRID3
* xyz 1 2
Rh 0.09 -0.04 0.89
F 2.22 -2.62 2.31
C 2.20 -3.56 1.36
F 3.41 -4.08 1.24
F 1.34 -4.50 1.70
S 1.73 -2.79 -0.29
O 1.73 -1.35 -0.02
O 2.67 -3.30 -1.22
N 0.26 -3.33 -0.55
S -0.87 -2.42 0.00
O -0.68 -2.01 1.42
O -1.17 -1.24 -0.80
C -2.34 -3.53 -0.07
F -3.33 -2.91 0.56
F -2.06 -4.67 0.53
F -2.65 -3.72 -1.33
C -3.56 0.20 2.28
C -2.11 0.24 2.65
O -1.66 -0.23 3.67
N -1.28 0.94 1.78
Te 1.57 0.38 3.21
C 3.66 0.15 3.60
C 4.62 -0.32 2.71
C 4.35 -0.65 1.27
C 5.93 -0.47 3.17
C 6.29 -0.16 4.47
C 7.71 -0.32 4.96
C 5.30 0.30 5.34
C 3.98 0.46 4.94
C 2.98 0.97 5.95
C 1.57 2.49 3.31
C 0.62 3.09 4.15
C -0.46 2.32 4.88
C 0.67 4.47 4.32
C 1.62 5.25 3.69
C 1.66 6.75 3.89
C 2.54 4.63 2.85
C 2.54 3.26 2.64
C 3.60 2.69 1.72
H -4.16 0.19 3.18
H -3.75 -0.73 1.74
H -3.84 1.03 1.64
H 3.35 -0.37 0.97
H 4.47 -1.72 1.09
H 5.05 -0.13 0.61
H 6.69 -0.83 2.48
H 8.36 -0.67 4.16
H 7.75 -1.04 5.78
H 8.10 0.62 5.33
H 5.56 0.53 6.37
H 3.35 0.81 6.96
H 2.02 0.45 5.89
H 2.79 2.03 5.82
H -0.32 1.25 4.89
H -1.43 2.50 4.41
H -0.53 2.66 5.92
H -0.06 4.94 4.97
H 0.92 7.07 4.62
H 1.47 7.27 2.95
H 2.65 7.06 4.24
H 3.30 5.23 2.36
H 4.02 3.47 1.09
H 3.19 1.92 1.07
H 4.41 2.25 2.29
C -0.42 4.11 -2.10
C 0.37 4.18 -0.78
C -0.41 4.98 0.28
C 1.76 4.79 -1.01
C 0.51 2.81 -0.27
N 0.53 1.72 0.06
H -0.55 5.12 -2.48
H -1.41 3.67 -1.94
H 0.12 3.52 -2.84
H -0.51 6.01 -0.06
H 0.11 4.97 1.24
H -1.41 4.57 0.42
H 1.63 5.80 -1.39
H 2.32 4.22 -1.75
H 2.33 4.83 -0.08
*
```

Calculated values
HOMO (spin up / spin down) ... -11.65 / -11.63 eV
ΔE to the lowest compared entry with this formula, charge and spin ... 33.2 kcal per mole
Gap between HOMO and LUMO (spin up / spin down) ... 6.2 / 6.8 eV

Atomic partial charges in e from the Löwdin method, atoms 1 to 2: 0.854 0.095

| no. | DFT total energy (eV) |
| --- | --- |
| 1 | -81661.4588 |
| 2 | -10418.2461 |
| 3 | -50125.3608 |
| 4 | -7355.7375 |
| 5 | -15057.3992 |
| 6 | -18870.1702 |
| 7 | -18065.9994 |
| 8 | -100017.0369 |
| 9 | -9719.8985 |
| 10 | -9872.3594 |
| 11 | -35443.9854 |
| 12 | -91526.4293 |